Entry 1:
Below is a gas-phase ion, C31H35N4O2 (charge +1) at a distorted geometry, with properties calculated with ωB97M-V with the def2-TZVPD basis set.

XYZ file:
```
72
Properties=species:S:1:pos:R:3:forces:R:3:lowdin_charge:R:1
C -1.557329 -5.159064 -6.869098 0.0 0.0 0.4 0.002
C -1.562599 -4.661418 -5.368642 0.2 -2.1 1.1 -0.391
O -1.484397 -5.432104 -4.390807 -0.2 2.5 -2.6 0.060
N -1.667101 -3.250792 -5.260504 0.1 -1.6 -0.1 0.120
C -1.726810 -2.439641 -4.144924 0.2 -0.1 -1.2 -0.179
C -1.806581 -1.068978 -4.468934 -0.1 1.0 2.1 0.044
C -1.885059 -0.192065 -3.414022 -0.3 0.1 0.8 -0.024
N -1.845004 -0.657123 -2.157034 -1.0 -1.7 3.9 -0.009
C -2.154409 0.147617 -0.647855 0.9 6.2 -5.2 -0.156
C -0.890013 0.498909 -0.029861 1.5 0.3 0.6 -0.067
C 0.406758 0.578046 -0.523332 -1.6 0.4 0.2 -0.058
N 1.446510 1.222658 0.051087 -0.1 0.4 0.4 0.019
C 2.779642 0.908850 -0.446846 -0.4 0.4 -0.2 -0.181
C 3.140334 -0.551073 -0.204104 0.7 0.2 0.0 -0.080
C 3.173719 -0.888132 1.261876 0.0 -0.4 0.4 -0.226
C 4.282363 -0.528857 2.041500 0.1 -0.1 0.0 -0.037
C 4.320552 -0.820985 3.404666 -0.2 -0.1 0.1 -0.070
C 3.240157 -1.482211 4.009690 -0.1 0.1 -0.3 -0.083
C 2.138593 -1.871184 3.228362 0.2 0.1 0.1 -0.084
C 2.113616 -1.581620 1.860648 0.2 0.1 0.1 -0.057
C 3.675632 1.877996 0.298112 0.5 0.4 0.3 -0.401
O 4.887568 1.988919 0.155468 -1.2 -0.1 0.1 0.074
N 2.888438 2.582457 1.171028 1.0 -0.5 -0.7 -0.006
C 3.502953 3.484344 2.122940 0.1 0.2 0.3 0.008
C 1.487116 2.197140 1.198653 -0.3 -0.1 0.3 -0.316
C 1.123501 1.583660 2.586859 0.2 -0.3 -0.9 -0.086
C 0.658848 2.753456 3.445488 0.0 -0.4 0.6 -0.169
C 0.315452 3.917053 2.515276 -0.3 0.5 -0.1 -0.180
C 0.577946 3.470527 1.076640 0.4 -0.9 -0.5 -0.076
C -3.286200 0.209449 0.323105 -1.3 -1.2 -0.3 -0.204
C -4.324377 -0.696525 0.149514 -0.4 -0.4 0.1 -0.045
C -5.405361 -0.686372 1.036882 0.0 0.3 0.1 -0.059
C -5.479943 0.268525 2.061835 0.3 -0.6 -0.4 -0.069
C -4.478689 1.220448 2.191034 0.4 0.2 -0.5 -0.071
C -3.396983 1.232139 1.310608 0.6 0.2 -0.5 -0.027
C -1.834160 -1.921267 -1.791264 0.7 -2.0 -1.7 -0.049
C -1.714706 -2.868224 -2.810640 -0.1 -0.7 0.9 0.066
H -0.850842 -4.573703 -7.507376 -0.5 -0.3 0.6 0.087
H -1.254084 -6.229521 -6.914342 -0.2 0.9 0.3 0.093
H -2.572891 -5.095612 -7.331763 0.7 0.1 0.5 0.094
H -1.727586 -2.817007 -6.172591 0.0 0.3 0.3 0.143
H -1.827170 -0.592155 -5.421452 0.0 -0.4 -0.9 0.124
H -2.041896 0.887099 -3.454936 0.2 -0.2 -0.4 0.148
H -2.474657 0.888684 -1.540494 0.1 0.6 3.1 0.156
H -1.121523 0.891937 0.981425 0.8 -0.5 -0.8 0.084
H 0.669048 0.125593 -1.507846 -0.3 0.2 0.8 0.142
H 2.799082 1.169050 -1.510560 0.3 -0.2 0.0 0.164
H 2.417547 -1.180374 -0.724559 0.1 -0.1 -0.1 0.111
H 4.137921 -0.685048 -0.636330 -0.2 -0.2 -0.1 0.137
H 5.134380 -0.035972 1.559817 -0.3 -0.2 0.2 0.119
H 5.203044 -0.540873 3.995348 -0.5 -0.1 -0.3 0.113
H 3.260419 -1.698444 5.082176 0.0 0.0 -0.4 0.106
H 1.300066 -2.411374 3.686120 0.4 0.3 -0.2 0.108
H 1.269260 -1.905746 1.238754 0.3 0.2 0.3 0.109
H 4.524524 3.704828 1.790128 -0.4 -0.1 -0.1 0.104
H 2.944609 4.422996 2.187878 0.1 -0.2 0.0 0.089
H 3.576083 3.045194 3.130116 -0.1 0.0 -0.3 0.103
H 0.330962 0.843926 2.419086 0.2 0.1 0.2 0.106
H 2.001791 1.054782 2.983552 -0.4 0.1 -0.1 0.110
H -0.200827 2.455404 4.046497 0.0 0.1 0.0 0.109
H 1.439094 3.031650 4.156851 -0.1 0.0 -0.1 0.106
H -0.726808 4.215956 2.632960 0.0 0.0 0.0 0.105
H 0.907287 4.799414 2.769410 -0.1 -0.1 -0.1 0.101
H 1.092944 4.232393 0.470908 -0.3 -0.3 0.1 0.128
H -0.342762 3.156582 0.566080 0.1 0.2 0.1 0.103
H -4.296239 -1.414873 -0.709118 -0.1 0.6 1.0 0.123
H -6.179933 -1.435697 0.919523 0.0 0.2 0.1 0.108
H -6.302712 0.282360 2.758396 -0.2 -0.1 0.0 0.107
H -4.524775 1.988171 2.963540 -0.1 -0.2 -0.2 0.115
H -2.690209 2.104439 1.349198 -0.6 -1.2 0.0 0.126
H -1.910806 -2.150378 -0.700342 0.3 0.0 -1.2 0.164
H -1.622296 -3.918268 -2.529452 -0.2 0.3 -0.5 0.122
```
Forces are in eV/Å.

Output
Multiplicity: 1
HOMO-LUMO gap in eV: 7.23
Charge: +1
Relative energy (zero: lowest compared OMol25 entry of this formula, charge and spin) in kcal/mol: 65.0
HOMO in eV: -10.6

Entry 2:
Below is C4H9N in the gas phase at a distorted geometry, with properties calculated with ωB97M-V with the def2-TZVPD basis set.

XYZ file:
```
14
Properties=species:S:1:pos:R:3:forces:R:3:lowdin_charge:R:1
C 1.262726 0.141641 -2.317535 -0.2 -0.2 0.4 -0.044
C 1.300791 0.240714 -0.964699 -0.3 1.6 -0.3 -0.273
N 0.218367 -0.092855 -0.208569 -2.6 -0.5 -0.4 -0.071
C -0.432110 0.429354 1.038728 3.7 -0.4 -1.0 -0.232
C -1.359919 -0.623304 1.645289 -0.2 1.1 -0.5 -0.080
H 0.295829 0.202636 -2.808961 0.0 -0.9 -0.1 0.034
H 2.136682 -0.170295 -2.861363 0.3 0.9 -0.4 0.026
H 2.065560 0.876319 -0.523487 0.7 -1.2 0.6 0.108
H -0.549209 -0.337995 -0.835239 0.4 -0.4 0.0 0.113
H 0.461184 0.469095 1.670111 -0.3 0.6 0.5 0.103
H -0.696188 1.458203 0.806364 -1.0 0.0 0.6 0.108
H -0.921992 -0.877202 2.601527 -0.5 -0.2 0.3 0.067
H -2.356860 -0.193103 1.716343 -0.1 -0.3 0.4 0.069
H -1.424862 -1.523208 1.041491 0.2 0.0 -0.2 0.072
```
Forces are in eV/Å.

Output
Multiplicity: 1
HOMO-LUMO gap in eV: 8.62
Relative energy (zero: lowest compared OMol25 entry of this formula, charge and spin) in kcal/mol: 44.4
HOMO in eV: -7.5

Entry 3:
Below is C5H4ClN in the gas phase at a distorted geometry, with properties calculated with ωB97M-V with the def2-TZVPD basis set.

XYZ file:
```
11
Properties=species:S:1:pos:R:3:forces:R:3:lowdin_charge:R:1
C 1.238837 2.165371 0.264869 0.1 -0.5 -0.5 0.010
C 0.165256 1.408081 0.050806 2.1 2.8 0.0 -0.146
C -0.844394 0.757591 -0.254122 -2.0 -1.7 -0.3 -0.033
C -1.573643 -0.334698 -0.494912 -2.6 2.4 0.3 -0.179
N -1.050022 -1.546982 -0.300410 1.1 -1.5 -0.6 -0.035
C 0.035763 -1.872333 0.224556 -0.6 -1.7 -0.1 -0.587
Cl 0.584959 -3.461259 -0.229138 0.4 -0.6 0.1 0.602
H 2.103225 1.493332 0.495913 -0.3 1.4 0.0 0.068
H 1.316332 3.287824 0.052259 -0.1 -2.0 0.5 0.088
H -2.681505 -0.333342 -0.823504 2.1 0.2 0.5 0.135
H 0.705193 -1.563587 1.013682 -0.1 1.2 0.0 0.076
```
Forces are in eV/Å.

Output
Multiplicity: 1
HOMO-LUMO gap (alpha / beta) in eV: 7.69 / 7.69
Relative energy (zero: lowest compared OMol25 entry of this formula, charge and spin) in kcal/mol: 65.6
HOMO (alpha / beta) in eV: -8.4 / -8.4